This record from OMol25 describes a molecular structure, C41H36BF5N2SV in a non-equilibrium geometry. The level of theory is the ωB97M-V functional and the def2-TZVPD basis.

Structure (XYZ):
```
87
Properties=species:S:1:pos:R:3:forces:R:3:lowdin_charge:R:1
C 3.7479 0.4548 2.2153 0.02 -0.03 0.06 0.009
B -3.4906 0.4940 -0.0882 -0.20 -0.27 0.03 -1.152
H 0.9087 -4.0129 -1.0261 -0.03 -0.01 -0.01 0.131
H 0.7568 3.4686 0.1268 -0.01 0.00 -0.01 0.106
C 0.4326 5.3936 -2.6271 0.00 -0.02 -0.01 -0.063
H 0.8500 2.1652 3.1175 -0.02 -0.01 0.00 0.062
H -2.1240 -0.0230 -2.2216 -0.03 -0.08 0.01 0.154
C 1.8210 -0.9631 3.6886 0.14 -0.08 0.17 0.004
C -0.7342 -2.9956 2.0523 0.04 0.04 0.03 -0.366
H 1.1143 5.7866 -0.6270 0.00 0.00 -0.01 0.114
H 0.0956 -5.1536 -3.0787 0.02 0.00 0.03 0.117
C 0.2911 -0.8402 -0.8284 -0.36 0.19 0.61 -0.003
C 2.5690 0.3738 -2.3605 0.08 0.02 -0.03 0.008
C 4.1155 -0.2653 3.3500 0.01 0.01 -0.01 -0.062
H 4.4552 1.0345 1.6382 0.00 -0.01 0.01 0.128
H -2.1640 -0.5234 -4.7659 0.00 0.00 0.02 0.153
N -0.1510 1.4966 -1.1639 -0.47 0.53 -0.28 -0.023
C 0.7171 5.0528 -1.3156 -0.01 -0.03 -0.01 -0.054
C 0.3667 -3.4230 -1.7562 0.04 -0.49 -0.19 0.084
H 5.1484 -0.2670 3.6690 -0.01 0.00 0.00 0.112
H -0.5273 -3.9332 -5.0791 -0.02 0.02 0.00 0.123
H -3.1927 0.7821 5.0069 -0.01 -0.01 0.00 0.120
H 2.7237 0.1833 -1.3066 -0.01 -0.01 0.01 0.110
H 0.5996 6.4000 -2.9855 0.00 -0.01 0.00 0.113
H -2.7163 2.3814 1.9527 0.00 0.01 0.05 0.092
C -1.6218 0.4171 3.6091 -0.05 0.06 -0.02 -0.126
C -2.6759 0.0285 4.4255 -0.02 -0.01 0.01 -0.013
C 3.1572 -0.9596 4.0764 -0.06 0.02 -0.03 -0.053
C 2.1571 0.8794 -5.0523 0.03 0.00 -0.04 -0.005
C -0.4210 -1.8965 -4.0529 -0.51 -0.31 -0.02 -0.064
C -1.2282 -0.3365 -2.7489 0.39 0.30 0.06 -0.048
H 1.0699 -1.4794 4.2721 0.02 0.02 -0.01 0.122
C -3.0811 -1.2942 4.4974 0.02 0.00 0.00 -0.040
H -0.7687 -4.5278 3.5969 0.00 0.01 -0.02 0.084
F -2.0784 -0.1925 0.2830 0.29 0.29 0.09 -0.072
H 0.1773 3.3225 4.2508 0.00 -0.01 -0.01 0.088
H -3.9059 -1.5738 5.1395 0.00 0.00 0.00 0.113
V -0.2272 0.4397 0.3477 0.80 -1.38 -1.81 1.038
S -1.2886 2.1922 -4.2519 -0.03 0.06 0.11 1.076
H 3.4488 -1.5008 4.9663 0.00 0.00 0.00 0.114
C -1.6679 2.5276 2.2047 0.02 -0.12 -0.07 -0.024
H -0.2913 0.7490 -5.8777 0.04 -0.01 -0.01 0.112
H -0.3137 4.6901 -4.5062 0.00 0.01 0.01 0.101
H 0.3752 -4.8455 2.2965 0.00 0.02 0.00 0.081
H -1.4297 3.5915 2.1737 -0.03 0.01 0.05 0.101
H -2.2845 -2.9010 0.5146 0.02 0.01 0.01 0.081
C -0.4374 -3.4195 -4.1317 0.15 0.20 -0.17 0.044
C -0.0132 2.7861 -1.7373 0.12 -0.68 0.10 -0.231
C -2.4391 -2.2521 3.7356 -0.03 0.00 0.00 -0.017
F -4.1514 0.5311 1.0922 0.02 0.00 -0.10 0.208
F -3.1314 1.7034 -0.6046 0.08 0.11 -0.05 0.184
C -0.6160 -1.6021 -2.6693 -0.02 -0.15 0.08 -0.116
C 0.0846 0.2826 -1.9354 -0.31 0.45 0.28 -0.303
C -1.3822 -1.9135 2.8962 -0.01 -0.09 0.08 -0.142
C -0.3240 3.1197 -3.0672 0.01 0.16 -0.16 -0.416
C 3.4481 0.8328 -4.5457 0.00 0.00 0.01 -0.048
C -0.0755 4.4302 -3.4835 0.00 -0.02 0.00 -0.099
F -3.9666 -0.3869 -1.0268 0.00 0.10 0.07 0.173
C 0.1464 2.2757 3.9443 0.03 0.02 -0.02 -0.037
C -0.9797 -0.5782 2.8622 0.43 0.10 -0.09 -0.172
C -0.0421 -4.0830 -3.0190 0.10 0.19 0.30 -0.030
H 4.2908 0.9942 -5.2046 -0.01 0.00 0.00 0.114
H -1.9445 2.3638 4.2795 0.02 0.00 0.03 0.133
F 1.9596 1.1423 0.7820 -0.20 0.01 -0.01 0.006
H 0.0351 -2.5261 1.4344 0.00 0.01 -0.03 0.109
N 0.1392 -0.1921 2.0165 0.07 -0.21 1.10 -0.063
C 3.6562 0.5746 -3.1989 -0.05 0.00 -0.02 -0.044
H 0.5089 1.6711 4.7763 -0.02 0.01 0.00 0.091
C -0.3342 0.7033 -4.7908 0.08 -0.09 -0.02 -0.428
C -1.7717 -3.6415 1.1315 -0.04 -0.04 -0.03 -0.049
C 0.0729 -2.1066 -1.5720 0.00 0.53 -0.01 -0.098
H -1.0933 2.0842 1.3752 0.00 0.26 0.01 0.029
H -1.3004 -4.3807 0.4788 0.01 0.00 -0.01 0.069
C -0.0531 -4.0572 2.9199 -0.01 -0.05 0.01 -0.045
C 1.4465 -0.2751 2.5461 -0.69 0.05 -0.15 -0.220
H 1.9957 1.0752 -6.1059 0.01 0.00 0.02 0.124
C 2.4270 0.4120 1.8658 0.16 0.13 -0.11 -0.206
C 1.0596 0.6809 -4.2236 -0.03 -0.01 -0.03 -0.200
H 0.6445 -1.7084 -4.2884 0.05 0.09 0.05 0.202
C 1.2782 0.4365 -2.8644 -0.15 -0.05 0.09 -0.117
C 0.5062 3.7541 -0.8880 0.06 0.17 0.11 -0.014
H 4.6612 0.5311 -2.8011 0.00 0.00 0.00 0.113
H 0.7507 -3.6344 3.5233 -0.02 0.00 -0.01 0.067
C -1.1873 -0.4719 -4.2940 0.16 -0.02 -0.07 -0.120
H -2.7705 -3.2824 3.7843 0.00 0.02 0.01 0.117
H -2.5292 -4.1709 1.7131 0.01 0.03 -0.03 0.084
C -1.2833 1.9005 3.5438 -0.07 0.02 0.02 -0.333
```
Forces are in eV/Å.

Computed properties:
net charge: +1
frontier orbital gap: 6.0 eV
relative energy (zero: lowest compared OMol25 entry of this formula, charge and spin): 5.3653 eV